[1]
Entry from OMol25: one molecule with the formula C5H7N3O2 in a non-equilibrium geometry (ωB97M-V with the def2-TZVPD basis set).

## Properties
- energy (eV) = -13861.6464
- SMILES string = C/C(=C/N(N)C#N)C(=O)O
- E_HOMO (eV) = -8.94
- relative energy (zero: lowest compared OMol25 entry of this formula, charge and spin) (kcal/mol) = 58.62
- HOMO-LUMO gap (Ha) = 0.3375

Geometry as ORCA input:
```
! RIJCOSX wB97M-V def2-TZVPD def2/J DEFGRID3
* xyz 0 1
C -1.4819 0.5500 1.7024
C -0.3579 0.3713 0.7277
C -0.5747 0.5449 -0.5961
N 0.2529 -0.0194 -1.5499
N -0.4586 -0.7809 -2.5216
C 1.5665 0.0704 -1.7536
N 2.6360 0.0566 -2.1772
C 0.9615 0.0190 1.2752
O 2.0220 0.2133 0.7299
O 0.8785 -0.6123 2.4619
H -2.3893 0.8771 1.2024
H -1.6719 -0.3963 2.1952
H -1.2266 1.2804 2.4637
H -1.4873 0.9441 -1.0316
H -0.2370 -1.7690 -2.4211
H -0.2019 -0.4874 -3.4590
H 1.7699 -0.8617 2.7516
*
```



[2]
Entry from OMol25: C23H23F5IrN6O3S2 as an isolated structure in a non-equilibrium geometry (ωB97M-V with the def2-TZVPD basis set).

## Properties
- energy (eV) = -77402.9749
- E_HOMO (alpha / beta) (eV) = -3.29 / -4.10
- relative energy (zero: lowest compared OMol25 entry of this formula, charge and spin) (kcal/mol) = 33.32
- HOMO-LUMO gap (alpha / beta) (Ha) = 0.2055 / 0.2352

Geometry as ORCA input:
```
! RIJCOSX wB97M-V def2-TZVPD def2/J DEFGRID3
* xyz -1 5
Ir -0.0454 -0.7837 0.3843
F -1.7778 5.3896 -2.8661
C -1.8257 4.1800 -2.2515
C -0.6990 3.3689 -2.1903
F 0.4539 3.7771 -2.7764
C -0.7458 2.1591 -1.5395
F 0.3827 1.4045 -1.4786
C -1.9010 1.6576 -0.8656
O -1.9203 0.5740 -0.2379
C -3.0355 2.5208 -0.9907
F -4.2096 2.1407 -0.4266
C -2.9928 3.7370 -1.6381
F -4.1011 4.5096 -1.6988
N -3.3197 -4.3274 1.2604
C -3.8348 -3.6845 0.0566
C -2.9106 -2.5258 -0.3341
O -2.7681 -2.1559 -1.4580
O -2.2741 -2.0051 0.7138
H -3.9336 -5.0804 1.5488
H -2.5371 -2.4521 1.5380
H -2.4081 -4.7305 1.0657
H -4.8220 -3.2705 0.2844
H -3.9370 -4.3447 -0.8164
C 0.6107 -3.9041 2.4895
C 1.1462 -3.8829 1.0922
C 2.1130 -4.7833 0.6514
C 2.4606 -4.7254 -0.6907
N 1.9179 -3.8674 -1.5390
C 1.0567 -2.9876 -1.0374
S 0.4058 -1.7469 -1.9984
N 0.6433 -2.9739 0.2614
H 0.3257 -4.9179 2.7729
H -0.2464 -3.2366 2.5523
H 1.3803 -3.5580 3.1775
H 2.5646 -5.4912 1.3285
H 3.2013 -5.3949 -1.1118
C 3.4666 2.6333 -0.2462
N 3.3002 1.6162 -1.2364
C 3.4347 1.8796 -2.6511
C 3.0999 0.5194 -3.2824
N 3.1551 -0.3860 -2.1509
C 3.0912 0.3122 -0.9941
S 2.8971 -0.3698 0.5143
H 2.6200 3.3247 -0.2417
H 4.3844 3.1978 -0.4409
H 3.5334 2.1432 0.7249
H 4.4645 2.1910 -2.8708
H 2.7521 2.6696 -2.9704
H 3.8279 0.2217 -4.0408
H 2.1006 0.5086 -3.7286
H 2.6195 -1.2490 -2.2170
N -0.0370 0.2225 2.0213
C -0.4019 1.4163 2.3984
C -0.0565 2.5846 1.6488
C -0.6151 3.8008 1.9368
C -1.4965 3.9435 3.0045
C -1.7635 2.8504 3.8238
C -1.2182 1.6200 3.5559
H 0.6276 2.4605 0.8253
H -0.3925 4.6636 1.3199
H -1.9596 4.8982 3.2068
H -2.4251 2.9754 4.6742
H -1.4254 0.7635 4.1841
*
```



[3]
Entry from OMol25: a 10-piece molecular cluster, C20H40Cl20 overall in a non-equilibrium geometry (ωB97M-V with the def2-TZVPD basis set).

## Properties
- energy (eV) = -271838.8184
- SMILES string = ClCCCl.ClCCCl.ClCCCl.ClCCCl.ClCCCl.ClCCCl.ClCCCl.ClCCCl.ClCCCl.ClCCCl
- E_HOMO (eV) = -9.91
- relative energy (zero: lowest compared OMol25 entry of this formula, charge and spin) (kcal/mol) = 40.03
- HOMO-LUMO gap (Ha) = 0.3725

Geometry as ORCA input:
```
! RIJCOSX wB97M-V def2-TZVPD def2/J DEFGRID3
* xyz 0 1
Cl -4.0483 -3.8184 -3.8069
C -3.3554 -4.7137 -2.4515
C -2.4801 -3.8512 -1.6165
Cl -1.1844 -3.0643 -2.5713
H -2.6383 -5.4215 -2.8672
H -4.1465 -5.2416 -1.9190
H -2.0758 -4.4624 -0.8097
H -2.9829 -3.0504 -1.0743
Cl -6.9945 -1.1815 -1.8668
C -5.3592 -0.9280 -2.5406
C -4.7075 0.2053 -1.7803
Cl -5.5774 1.6862 -2.0573
H -5.3180 -0.8801 -3.6288
H -4.7457 -1.7980 -2.3063
H -3.6561 0.3268 -2.0409
H -4.6191 -0.0194 -0.7174
Cl -4.2443 -0.2921 3.8942
C -4.2698 -1.1728 2.2875
C -4.8535 -2.5527 2.4693
Cl -6.5445 -2.3740 2.9505
H -3.2255 -1.2985 2.0015
H -4.8493 -0.5578 1.5991
H -4.2431 -3.1070 3.1822
H -4.9018 -2.9900 1.4721
Cl 0.1107 -3.8874 0.8336
C 1.6212 -3.7981 1.8635
C 2.8196 -3.6795 0.9304
Cl 4.3231 -3.6433 1.8534
H 1.7632 -4.6203 2.5648
H 1.5711 -2.8418 2.3842
H 2.9647 -2.7390 0.3988
H 2.8624 -4.4868 0.1994
Cl 0.5072 4.2760 1.1988
C 1.9128 5.1916 0.6790
C 2.6908 4.6230 -0.5296
Cl 3.4783 3.0311 -0.4046
H 2.4853 5.2693 1.6033
H 1.5982 6.1459 0.2567
H 3.5551 5.2579 -0.7246
H 2.0484 4.6672 -1.4091
Cl 1.2787 1.6739 5.1889
C -0.5361 1.4267 4.8948
C -1.0647 2.3462 3.7961
Cl -1.1331 4.0254 4.3698
H -1.1305 1.5172 5.8040
H -0.6394 0.4008 4.5412
H -2.0782 2.0376 3.5401
H -0.3978 2.3197 2.9343
Cl 2.5199 -0.6253 -4.3060
C 4.2931 -0.3441 -3.9330
C 4.4496 0.5329 -2.6842
Cl 3.7451 -0.1871 -1.2054
H 4.7810 0.1588 -4.7679
H 4.6808 -1.3431 -3.7334
H 3.9653 1.4971 -2.8388
H 5.5146 0.6336 -2.4748
Cl 4.8906 -0.4109 4.6139
C 4.4773 -0.4555 2.8710
C 4.6250 0.9633 2.2962
Cl 3.2737 2.0472 2.6442
H 3.4726 -0.8186 2.6546
H 5.2457 -1.1365 2.5048
H 4.5078 0.7992 1.2250
H 5.6080 1.4170 2.4224
Cl -1.5865 -0.6285 -0.1228
C 0.1364 -0.4144 -0.3964
C 0.7472 0.6081 0.5577
Cl 0.7007 -0.1327 2.1827
H 0.3602 -0.2207 -1.4455
H 0.6612 -1.3670 -0.3243
H 0.1551 1.5233 0.5576
H 1.7893 0.8774 0.3857
Cl -1.3876 1.0641 -4.1630
C -0.8948 2.5299 -3.2954
C 0.1639 3.3847 -4.0066
Cl 1.8394 2.9355 -3.5593
H -0.6268 2.2927 -2.2658
H -1.7595 3.1842 -3.1851
H -0.0555 4.4034 -3.6868
H 0.1174 3.2762 -5.0902
*
```



[4]
Entry from OMol25: a 11-piece molecular cluster, C30H86N4O11 overall in a non-equilibrium geometry (ωB97M-V with the def2-TZVPD basis set).

## Properties
- energy (eV) = -60979.4176
- SMILES string = COC[C@H](C)N.COC[C@H](C)N.COC[C@H](C)N.COC[C@H](C)N.CCO.CCO.CCO.CCO.CCO.CCO.CCO
- E_HOMO (eV) = -8.58
- relative energy (zero: lowest compared OMol25 entry of this formula, charge and spin) (kcal/mol) = 145.07
- HOMO-LUMO gap (Ha) = 0.3311

Geometry as ORCA input:
```
! RIJCOSX wB97M-V def2-TZVPD def2/J DEFGRID3
* xyz 0 1
C 4.3834 1.0173 1.9545
O 4.0995 1.6788 3.1976
C 5.0221 2.6831 3.5157
C 4.5078 3.2089 4.8943
C 4.5621 2.0609 5.9047
N 3.1885 3.8643 4.8097
H 4.1156 1.6008 1.0737
H 3.8207 0.0840 1.9761
H 5.4074 0.7041 1.7504
H 6.0214 2.2518 3.5745
H 5.1118 3.3573 2.6640
H 5.2715 3.9034 5.2444
H 4.0324 1.1445 5.6444
H 4.2292 2.4437 6.8695
H 5.6349 1.9141 6.0290
H 3.3950 4.8504 4.8805
H 2.6843 3.7241 5.6736
C 0.1326 -0.9703 -3.4649
O -0.8846 -1.9432 -3.4212
C -1.1032 -2.4786 -2.0957
C -2.0534 -3.7424 -1.9177
C -2.2495 -4.2317 -0.4537
N -1.2738 -4.7914 -2.5441
H 0.2372 -0.4202 -4.4001
H 1.0601 -1.4448 -3.1445
H -0.0280 -0.0865 -2.8475
H -0.0779 -2.5772 -1.7391
H -1.5866 -1.6661 -1.5533
H -3.0166 -3.7326 -2.4279
H -2.6190 -5.2542 -0.5313
H -2.9534 -3.6675 0.1582
H -1.2751 -4.3133 0.0279
H -0.8154 -4.3211 -3.3114
H -0.5652 -5.3065 -2.0414
C 6.3760 -4.4791 -2.8792
O 5.5931 -4.1530 -1.8290
C 4.7802 -3.0224 -1.9891
C 4.1248 -2.6018 -0.6675
C 3.1945 -3.5543 0.1395
N 3.2588 -1.4750 -0.9250
H 7.1024 -3.7070 -3.1328
H 5.7659 -4.4579 -3.7822
H 6.9054 -5.3883 -2.5944
H 5.2928 -2.1255 -2.3367
H 4.0267 -3.3186 -2.7190
H 4.8544 -2.2187 0.0460
H 3.0095 -3.2491 1.1694
H 3.4769 -4.6063 0.1808
H 2.2726 -3.6105 -0.4393
H 3.7336 -0.8105 -1.5192
H 3.0256 -0.9533 -0.0922
C -4.6975 2.0383 -2.0033
O -5.1642 0.7241 -2.3005
C -4.1654 -0.0178 -3.0838
C -4.8556 -1.2077 -3.7585
C -5.4939 -2.3164 -2.8139
N -3.9420 -1.9873 -4.5321
H -5.3094 2.7031 -1.3936
H -4.5423 2.5021 -2.9774
H -3.8088 1.9650 -1.3766
H -3.7296 0.6043 -3.8656
H -3.2665 -0.2301 -2.5050
H -5.5813 -0.7973 -4.4606
H -4.6770 -2.4536 -2.1054
H -5.9312 -3.2516 -3.1634
H -6.2658 -1.8405 -2.2091
H -4.4446 -2.8629 -4.5044
H -3.0148 -2.2168 -4.2039
C -3.1073 4.1635 0.8771
C -4.4292 3.7658 1.4930
O -4.1509 3.0403 2.6752
H -2.6195 3.3289 0.3734
H -2.5041 4.6251 1.6588
H -3.2806 4.8980 0.0906
H -5.0601 3.1028 0.9010
H -5.0046 4.6892 1.5588
H -4.9097 3.0463 3.2633
C -1.2487 0.2586 0.7554
C 0.1058 0.5039 0.0856
O 1.0853 0.2655 1.0116
H -2.0788 0.0468 0.0815
H -1.4451 1.1537 1.3456
H -1.1162 -0.4873 1.5391
H 0.1562 1.4557 -0.4433
H 0.1234 -0.2800 -0.6716
H 0.9054 0.8390 1.7602
C 1.4198 -0.1887 4.4539
C 0.7316 1.2061 4.4348
O 1.3223 1.8518 3.3201
H 1.2621 -0.7811 3.5526
H 1.4018 -0.8522 5.3186
H 2.5017 -0.0585 4.4258
H 0.8273 1.7544 5.3719
H -0.2839 1.3196 4.0556
H 2.2428 2.0658 3.4884
C -4.6855 -1.4338 0.8364
C -5.7620 -0.3662 1.0516
O -6.2167 0.0080 -0.2412
H -4.3250 -1.8416 1.7808
H -3.7933 -1.1034 0.3045
H -4.9949 -2.3232 0.2874
H -5.2827 0.5253 1.4561
H -6.6467 -0.6690 1.6118
H -5.5752 0.1780 -0.9348
C 2.8195 2.3497 -1.7509
C 3.3422 3.7051 -2.3199
O 2.8096 4.8140 -1.5922
H 1.7425 2.4470 -1.8878
H 3.0772 2.2761 -0.6943
H 3.1702 1.3852 -2.1180
H 3.0645 3.7980 -3.3698
H 4.4301 3.6971 -2.3865
H 2.9933 5.7005 -1.9114
C -0.6548 3.2278 -3.4727
C -0.7370 4.6922 -3.0354
O 0.4207 5.3245 -3.6207
H -1.6219 2.7951 -3.7286
H -0.2983 2.6169 -2.6434
H -0.0795 3.0777 -4.3862
H -0.8889 4.8180 -1.9634
H -1.6313 5.1038 -3.5034
H 1.2002 5.1870 -3.0775
C 0.5950 -3.7439 2.4469
C -0.7870 -3.2328 2.8284
O -1.5074 -4.2404 3.6476
H 0.6005 -4.5725 1.7387
H 1.1256 -4.1776 3.2945
H 1.1333 -2.9033 2.0090
H -1.2587 -2.8960 1.9053
H -0.6335 -2.2970 3.3658
H -2.3096 -3.8269 3.9749
*
```



[5]
Entry from OMol25: an isolated ion of composition C12H17N2O2 and charge +1 in a non-equilibrium geometry (ωB97M-V with the def2-TZVPD basis set).

## Properties
- energy (eV) = -19781.7572
- E_HOMO (eV) = -11.25
- relative energy (zero: lowest compared OMol25 entry of this formula, charge and spin) (kcal/mol) = 141.94
- HOMO-LUMO gap (Ha) = 0.2259

Geometry as ORCA input:
```
! RIJCOSX wB97M-V def2-TZVPD def2/J DEFGRID3
* xyz 1 1
C 1.5967 2.1554 1.6855
C 2.5880 1.6277 0.7892
C 0.2909 1.8660 1.3865
C 2.3248 0.6305 -0.1270
C -0.0031 0.9431 0.3117
C 0.9878 0.1316 -0.2080
C 1.9126 -1.5528 -1.6921
C -1.3427 0.7638 -0.0213
C -2.6462 2.8158 -0.3584
C 0.7267 -2.6211 1.1644
C -2.5169 1.6248 0.4371
C 0.0653 -2.2101 -0.1282
N 0.9422 -1.1509 -0.7805
N 2.0160 -2.7558 -2.2609
O -2.7651 -0.5549 -1.3857
O -1.5137 -0.1258 -1.0468
H 1.7753 2.9348 2.4059
H 3.5497 1.6983 1.1321
H -0.5816 2.2362 1.9540
H 3.0620 0.0987 -0.6694
H -2.9532 2.5846 -1.4002
H -1.8015 3.4652 -0.3867
H -3.5428 3.4120 -0.0637
H 0.7136 -1.7372 1.7193
H 0.0033 -3.2602 1.6463
H 1.6511 -3.1052 1.1379
H -3.3037 0.9359 0.2907
H -2.4472 1.7570 1.4990
H 0.0037 -3.0823 -0.6828
H -0.9336 -1.8296 0.1413
H 2.8498 -2.7001 -2.8404
H 1.8249 -3.6124 -1.7899
H -2.5331 -1.3829 -1.8589
*
```



[6]
Entry from OMol25: C60H46Br2NOP4S4W as an isolated structure in a non-equilibrium geometry (ωB97M-V with the def2-TZVPD basis set).

## Properties
- energy (eV) = -288909.5825
- E_HOMO (eV) = -9.92
- relative energy (zero: lowest compared OMol25 entry of this formula, charge and spin) (kcal/mol) = 0.00
- HOMO-LUMO gap (Ha) = 0.2517

Geometry as ORCA input:
```
! RIJCOSX wB97M-V def2-TZVPD def2/J DEFGRID3
* xyz 1 1
W 13.8771 14.9424 11.7561
S 12.9227 12.4371 11.9772
P 14.8621 12.0321 12.3798
C 15.6146 13.4877 11.7120
P 17.3404 14.1328 11.9145
S 17.6497 15.8981 11.1502
C 17.7926 14.0992 13.6412
C 19.1264 13.9300 13.9277
C 19.6697 14.2139 15.1709
C 18.7762 14.5279 16.1860
C 17.4256 14.7402 15.8972
C 16.9253 14.5326 14.6130
C 18.4926 12.8956 11.1799
C 19.1551 13.2566 10.0168
C 19.9944 12.3413 9.4293
C 20.2185 11.0969 10.0217
C 19.5560 10.7483 11.1787
C 18.7409 11.6955 11.7747
C 15.0366 11.7859 14.1583
C 13.8939 11.4907 14.8667
C 13.9674 11.0339 16.1719
C 15.2398 10.8633 16.7513
C 16.3842 11.1255 15.9961
C 16.2944 11.5346 14.6883
C 15.4923 10.4907 11.6732
C 15.7661 9.4446 12.4931
C 16.2187 8.2361 11.9262
C 16.4279 8.1202 10.5504
C 16.0959 9.1704 9.6979
C 15.5814 10.3674 10.2738
H 19.7847 13.6146 13.1027
H 20.7175 14.0953 15.3639
H 19.1048 14.6988 17.2156
H 16.7903 15.0774 16.7258
H 15.9238 14.9122 14.4256
H 19.0173 14.2777 9.6516
H 20.5618 12.5661 8.5300
H 21.0160 10.4662 9.6207
H 19.6574 9.7887 11.6699
H 18.3443 11.4380 12.7235
H 12.9550 11.6358 14.3921
H 13.0242 10.8707 16.7059
H 15.3344 10.4852 17.7646
H 17.3386 10.9293 16.4739
H 17.2287 11.6716 14.1397
H 15.7748 9.5259 13.5467
H 16.5174 7.3799 12.5631
H 16.8142 7.1896 10.1385
H 16.2705 9.1299 8.6537
H 15.4140 11.2139 9.6193
S 15.0641 13.8092 10.0460
P 11.7905 15.1566 10.5607
C 12.0254 15.6305 12.1316
P 11.7011 15.6674 13.8124
S 13.3941 14.7236 14.3837
C 10.1771 14.8338 14.1919
C 10.2267 13.5121 14.6312
C 9.0567 12.8559 14.9112
C 7.8250 13.4843 14.7748
C 7.7737 14.8364 14.3714
C 8.9521 15.4874 14.0437
C 11.5484 17.2860 14.5208
C 11.9737 18.3614 13.7177
C 11.9823 19.6666 14.2580
C 11.4984 19.8348 15.5612
C 11.0606 18.7388 16.3375
C 11.0692 17.4634 15.8031
C 10.9370 13.6016 10.2446
C 11.3497 12.8142 9.1131
C 10.5986 11.7290 8.6813
C 9.5266 11.3916 9.4973
C 9.0762 12.1421 10.5851
C 9.7813 13.2879 10.9035
C 11.0088 16.4230 9.5713
C 11.2398 17.7650 9.9180
C 10.4768 18.7402 9.2789
C 9.4741 18.3822 8.3753
C 9.2740 17.0475 8.0726
C 10.0626 16.0459 8.6488
H 11.1701 12.9745 14.7433
H 9.0694 11.7935 15.2243
H 6.8907 12.9933 15.0079
H 6.8224 15.3127 14.2388
H 8.9867 16.5497 13.7260
H 12.3621 18.2125 12.7292
H 12.4438 20.4786 13.6199
H 11.5148 20.8172 15.9990
H 10.8519 18.8233 17.4093
H 10.7818 16.6136 16.3877
H 12.2684 13.0634 8.6707
H 10.8888 11.1738 7.8387
H 8.9134 10.5570 9.2289
H 8.1574 11.8676 11.0508
H 9.4258 13.9452 11.7017
H 12.0288 18.0087 10.6326
H 10.6893 19.7526 9.4766
H 8.9326 19.1465 7.8583
H 8.4085 16.7830 7.4443
H 9.9684 14.9990 8.4211
C 14.0741 15.6211 7.9709
C 14.3267 16.7900 8.8784
C 14.4111 18.0743 8.2717
C 14.5034 19.2407 8.9953
C 14.7272 19.1211 10.3684
C 15.0189 20.2008 11.2138
Br 14.9796 21.9241 10.4173
C 15.2494 19.9761 12.5776
C 15.3010 18.6285 13.0683
Br 15.6784 18.3490 14.8638
C 14.9583 17.5813 12.2817
O 14.9189 16.3521 12.6889
C 14.6841 17.8223 10.9333
N 14.3387 16.6846 10.2316
H 13.6283 16.0096 7.0496
H 13.3640 14.8958 8.3249
H 14.9969 15.1567 7.7251
H 14.1534 18.1029 7.1905
H 14.3764 20.1767 8.4782
H 15.4532 20.8240 13.2201
*
```



[7]
Entry from OMol25: a 2-piece molecular cluster, C2H4N3O overall in a non-equilibrium geometry (ωB97M-V with the def2-TZVPD basis set).

## Properties
- energy (eV) = -8643.1032
- E_HOMO (eV) = -13.62
- relative energy (zero: lowest compared OMol25 entry of this formula, charge and spin) (kcal/mol) = 134.02
- HOMO-LUMO gap (Ha) = 0.2473

Geometry as ORCA input:
```
! RIJCOSX wB97M-V def2-TZVPD def2/J DEFGRID3
* xyz 1 1
C -2.5631 0.7768 -0.0266
C 1.6989 -0.9138 -0.0120
N 4.7048 0.4691 -0.2688
N 2.7134 -0.2987 0.0279
N 3.7054 0.3590 0.4179
O -1.5317 0.1628 -0.1358
H -2.6034 1.7586 0.1505
H -3.5457 0.2556 -0.2073
H 0.6900 -1.1992 0.1604
H 5.5776 0.9720 -0.0086
*
```